ORCA calculation (wB97M-V/def2-TZVPD) on an isolated molecule of C2H4N2S3.

Each atom is followed by the atoms it is bonded to, with distances in Å.
Element x y z (Å)
1 C -0.23001 -0.42568 0.66432  N3 1.411, S7 1.876, H8 1.116
2 C -0.53814 1.61005 -1.11401  N4 1.195, S6 1.573
3 N -0.95155 -1.39582 -0.06329  C1 1.411, H9 0.932, H10 1.024
4 N 0.61057 1.74870 -0.81672  C2 1.195, S5 1.582
5 S 2.03355 1.05726 -0.82429  N4 1.582, S7 2.386
6 S -2.07292 1.94303 -1.19461  C2 1.573
7 S 1.61000 -0.78832 0.62767  C1 1.876, S5 2.386, H11 1.452
8 H -0.49028 -0.31334 1.74332  C1 1.116
9 H -1.32598 -2.10988 0.40473  N3 0.932
10 H -0.65411 -1.53333 -1.03326  N3 1.024
11 H 2.00886 0.20734 1.60614  S7 1.452

Output
* Kohn-Sham gap (alpha / beta): 6.717 / 6.951 eV
* total energy: -1382.52255 a.u.
* lowest unoccupied orbital energy (alpha / beta): -0.585 / -0.695 eV